ORCA calculation (ωB97M-V/def2-TZVPD) on a cluster of 7 separate species, C59H76N3O2 in total.

Last column: Mulliken charge in e.
Geometry (Å):
C 0.760 3.464 2.120  -0.5554
H -1.186 -3.145 -3.548  0.3171
C -3.116 -3.424 -7.094  -0.3613
H 2.692 0.315 1.348  -0.3256
C -5.641 -3.419 -8.281  -0.3226
C 8.368 1.968 -4.347  -0.3732
C -3.503 1.613 6.370  0.0170
H -6.857 1.559 6.933  0.3874
H 0.061 -5.922 4.674  0.3658
H 6.454 3.386 -1.920  0.1863
H -5.218 1.484 5.071  0.4528
C -3.780 -2.217 -7.316  -0.0578
C -5.345 1.688 8.463  -0.4532
H 9.407 1.873 -4.653  0.3739
C 3.808 -2.612 0.033  -0.4812
C 2.349 0.831 -6.326  -0.0516
C 3.447 0.094 0.482  0.4084
C 2.977 -3.900 -0.630  -0.0797
H 2.971 1.119 5.256  0.3220
H -4.869 4.108 5.086  0.3597
H 3.132 1.311 -5.746  0.2224
H -1.992 1.739 7.900  0.3674
H -6.063 1.721 9.279  0.3673
H -7.164 7.068 2.977  0.3580
C -1.277 -5.874 1.548  -0.1203
H -6.233 6.256 0.825  0.3611
H 3.715 0.001 -7.772  0.3853
C -5.171 4.575 4.152  -0.4135
C 7.363 1.356 -5.095  -0.6278
H -1.027 0.419 -6.366  0.4490
H 1.298 5.052 3.664  0.4349
C 3.245 4.597 2.570  -0.5614
H -6.479 5.996 5.108  0.3792
H -3.196 -5.567 -7.294  0.3594
H 3.832 5.096 0.661  0.3886
C -2.252 -7.645 2.871  -0.3713
H 0.206 -4.666 2.539  0.4637
H 4.904 -6.629 -0.359  0.2479
H 1.925 -1.085 -9.104  0.3775
N 3.635 2.677 -0.132  0.2077
H -1.899 -2.147 3.707  0.3116
C 1.816 4.062 3.242  0.0511
H -2.068 -2.860 1.561  0.1539
C 5.704 2.203 -3.557  0.0303
C 8.042 2.702 -3.207  -0.5943
C -1.213 0.135 -1.557  -0.5514
C -3.715 -4.627 -7.465  -0.4460
H 2.861 1.191 3.350  -0.0223
H -0.104 2.908 2.728  -0.1890
H 4.563 1.066 -1.252  0.3768
C 2.673 3.297 0.628  -0.2613
C 3.541 1.266 -0.668  -1.0129
H 4.554 -0.106 0.847  0.3847
C -4.658 4.111 2.942  -0.1067
H -3.959 3.279 2.931  0.4848
C 0.012 0.332 -6.676  -0.3975
C 0.361 2.583 -0.083  -0.3071
N 2.935 4.751 1.067  -0.3971
H 1.752 -1.419 -0.172  0.1517
H -1.512 -7.830 4.886  0.3587
H 3.082 -1.072 -1.482  0.2499
C -5.791 1.598 7.145  -0.4226
H -5.447 -5.564 -8.339  0.3550
H 3.931 -2.828 1.177  0.3207
C -1.562 -0.419 1.180  0.1003
C 2.035 3.084 4.547  -0.5460
C 6.030 1.476 -4.702  -0.1106
H -2.945 -8.476 2.966  0.3703
C -2.165 -6.943 1.669  -0.4896
H 4.305 -5.334 0.924  0.2314
H -0.691 -1.334 -4.162  0.1991
C 2.676 0.096 -7.466  -0.3600
H 0.217 3.721 -0.412  0.3888
H -2.543 -1.938 -4.054  0.2919
H -2.540 -0.731 4.827  0.2574
C -1.487 -1.423 -1.988  0.5804
H 0.762 1.515 -5.039  0.3870
C 4.037 -5.900 -0.064  -0.5025
C -1.215 0.714 0.000  0.1648
H -2.270 0.997 2.831  -0.8398
H -5.555 -1.274 -8.093  0.3574
C -5.938 5.783 1.757  -0.3975
C -6.075 5.638 4.165  -0.4842
C -1.785 -2.547 -0.823  -0.8166
H 0.221 4.421 1.652  0.3792
H -2.132 -3.425 -6.633  0.4003
C 1.017 0.946 -5.930  -0.5600
H 2.693 1.108 -1.481  0.1078
C -5.040 -2.215 -7.914  -0.5687
H -1.207 -5.329 0.610  0.3631
H -0.447 -0.868 -8.406  0.4001
C 3.068 1.834 4.305  -0.6626
C -1.448 -7.280 3.951  -0.3847
N 1.401 2.600 1.057  0.9672
H -3.630 1.798 9.763  0.3679
C -1.840 -2.012 0.754  -0.5192
H -4.636 4.357 0.801  0.4119
H -3.316 -1.279 -7.024  0.3428
H 4.846 -2.593 -0.542  0.2200
H -3.578 -1.278 3.323  0.3252
H 0.998 2.727 4.958  0.1793
H 4.506 3.244 -0.352  0.2213
H 2.328 -3.515 -1.545  0.1850
H 3.610 5.603 3.053  0.3160
H -0.362 1.196 4.193  -0.2422
H 4.181 2.255 4.362  0.3246
C -0.213 0.230 3.508  -0.0510
O 3.885 -4.934 -1.191  -0.4043
C -6.459 6.240 2.967  -0.4264
C -4.870 1.557 6.098  -0.5490
C 0.337 -0.395 -7.821  -0.4165
H 2.524 3.759 5.398  0.3854
H 8.824 3.182 -2.627  0.3728
H 2.214 -4.355 0.153  0.0393
H 0.125 -0.634 4.232  0.4384
H -1.995 -3.675 -1.060  0.2766
O -0.974 2.129 0.366  -0.3342
C -1.659 -0.026 2.771  2.1333
C -0.563 -6.208 3.832  -0.5509
C -2.483 -1.105 3.698  -1.3017
H -2.786 1.589 5.554  0.3869
H 5.246 1.003 -5.287  0.2131
H -1.004 0.932 -2.421  0.3230
C -3.057 1.699 7.688  -0.5803
C -4.979 -4.626 -8.055  -0.4168
H -2.788 -7.230 0.826  0.3668
C -3.978 1.734 8.736  -0.3489
C -0.480 -5.503 2.631  -0.3906
H -6.624 -3.417 -8.744  0.3585
H 0.628 0.521 2.719  -0.2651
C 1.670 -0.515 -8.215  -0.4285
C -1.459 -1.983 -3.556  -0.8828
H 4.111 3.812 2.636  0.2694
H 2.999 -6.429 0.094  0.2098
C 6.709 2.817 -2.810  -0.2987
H 0.769 2.027 -1.028  -0.1353
H 7.617 0.786 -5.985  0.3700
C -5.039 4.716 1.744  -0.5393
H 4.666 2.291 -3.246  0.4726
C 2.920 -1.277 -0.318  -0.5764

Summary:
Total charge ... +1
Orbital gap ... 6.7 eV
Total energy ... -2607.65209 Eh
HOMO level ... -10.40 eV



ORCA calculation (ωB97M-V/def2-TZVPD) on a structure of composition C59H80F6N12O12S6.

Last column: Mulliken charge in e.
Geometry (Å):
C -2.823 -3.771 6.735  -0.6677
H -2.431 -9.648 2.930  0.3995
H -4.006 -8.020 1.805  0.4492
H 1.355 10.190 4.005  0.5164
F -5.086 -1.385 -4.934  -0.1936
C -11.162 3.646 -5.324  -0.8495
H -4.415 -2.641 4.205  0.6037
C 6.456 -9.370 -9.935  -0.9005
C 4.415 -6.692 -8.344  -0.7488
H 5.249 0.025 0.217  0.4198
C 6.191 1.092 2.875  -0.3827
C -7.608 -0.755 -8.551  -1.0003
H 8.716 -1.502 8.578  0.4280
F 2.279 3.843 2.891  -0.1655
C 1.173 6.605 2.944  -0.3903
H 4.095 0.069 -6.245  0.3984
H 2.507 12.122 2.777  0.4567
H 10.356 0.614 4.453  0.4783
C 7.012 -1.285 3.796  -0.7050
C -6.108 -3.598 3.247  -0.4404
S 2.731 2.609 3.929  1.0401
C 1.849 7.540 3.672  0.6993
C 9.907 0.266 5.385  -0.6253
C 4.737 -4.270 -7.946  0.9481
O 2.983 5.932 0.132  -0.5166
C 4.416 11.916 0.939  -0.7923
H 2.442 -0.378 -6.260  0.3311
O -3.010 -0.427 -5.304  -0.5982
F 6.659 3.254 -0.878  -0.3006
H 2.750 -4.509 -8.416  0.5428
H 6.571 -9.277 -11.002  0.4183
H -12.881 4.828 -4.696  0.4083
H -8.371 -1.354 -8.997  0.3645
C -9.489 0.606 -7.871  -0.5247
H 3.991 -0.817 1.166  0.4031
C 5.150 -5.525 -8.575  0.8049
N 5.648 -0.021 2.359  0.2093
C 3.423 -0.732 -5.966  -0.9920
C 2.944 -2.764 -7.263  -0.3336
C 1.691 7.494 5.081  -0.6762
N 6.014 -8.031 -9.373  0.0046
H -0.171 4.966 2.939  0.3697
C 2.761 11.062 2.636  -0.3111
O 1.173 -0.613 2.561  -0.5813
H 11.760 0.500 6.537  0.4062
O 0.747 0.314 4.865  -0.5128
H -6.622 -3.851 4.157  0.2034
F -0.013 1.290 2.795  -0.2663
H -12.627 4.527 -1.378  0.3510
C 2.119 10.000 3.240  -0.7424
C -8.030 1.487 -5.709  -0.6328
H -4.682 -3.463 7.944  0.4389
H -0.182 3.729 5.637  0.3104
H 7.733 -7.142 -10.150  0.4735
H 5.205 9.563 0.963  0.3455
H 3.712 12.252 0.202  0.3791
C -2.711 -4.172 5.268  -0.4555
C 0.301 5.680 3.605  -0.3606
S 1.102 0.403 3.534  1.0760
O 4.600 1.921 -1.344  -0.5664
C 8.589 -0.157 5.461  0.4676
H -4.981 -5.460 6.454  0.5490
H 7.414 -9.707 -9.557  0.3566
F 1.764 4.098 -1.247  -0.3462
N 3.752 10.845 1.769  0.0471
C -12.119 4.060 -4.469  -0.1337
H 1.205 6.673 1.864  0.5032
C -4.287 -3.370 6.955  -0.5491
H -9.405 1.667 -3.225  0.5546
C 3.718 8.520 2.202  -0.5447
C 6.825 -6.968 -9.572  -0.2998
H -6.880 -0.233 -9.203  0.3275
N 4.322 4.409 -1.361  -0.4896
N 0.214 5.651 4.925  0.2318
H 3.507 -0.852 -4.889  0.3963
H -4.329 -8.279 3.446  0.3627
H -6.034 -4.234 5.898  0.3260
O -6.557 -0.346 -2.616  -0.5996
H -7.269 -4.413 1.576  0.4208
O 1.888 2.946 5.035  -0.6516
C -13.168 3.968 -2.188  -0.9168
H 7.031 -4.838 -9.443  0.4717
H -3.977 -3.701 2.910  0.7013
H -5.350 -6.215 4.210  0.4238
C 10.729 0.173 6.544  -0.1136
H 7.100 -0.842 6.853  0.4524
H 4.182 7.590 1.898  0.4523
S 5.215 3.206 -1.690  1.1607
C 6.415 -5.708 -9.154  -0.6916
H 7.587 2.013 4.064  0.4455
N 3.822 -1.989 -6.660  0.0580
H -0.934 5.197 6.542  0.3602
S -4.240 -0.217 -4.685  1.1981
H 4.422 -8.907 -8.423  0.3846
H 11.094 -1.632 9.248  0.3555
O -5.072 1.057 -1.128  -0.6158
S -5.204 -0.020 -2.083  1.1081
H -1.999 -4.919 5.002  0.3885
C -0.673 4.690 5.608  -0.8761
H -4.466 -2.417 6.439  0.3050
C 4.679 0.028 1.132  -0.9494
H 7.392 -2.232 4.144  0.5280
H 4.707 12.758 1.633  0.3450
S 3.131 4.545 -0.299  1.0948
C 11.271 -0.661 8.762  -0.8684
C -5.029 -4.464 6.093  -0.8306
H 5.186 11.428 0.339  0.2609
H -11.182 3.974 -6.321  0.6452
N -8.234 0.206 -7.684  0.0775
H 5.728 2.025 2.397  0.3235
H -1.632 4.467 5.056  0.3644
H -2.510 -3.290 4.644  0.3053
H -2.186 -2.910 6.981  0.3468
C -10.165 2.770 -4.923  0.9771
H 2.163 8.273 5.671  0.5554
C 4.869 -7.950 -8.742  -0.1335
H 3.467 -6.721 -7.774  0.3785
N -12.096 3.619 -3.155  0.0353
H -11.054 2.522 -1.694  0.5194
H -6.422 -2.569 3.038  0.3867
C -4.658 -3.600 3.714  -1.1612
C -10.021 1.564 -7.032  -0.7790
O 4.081 2.945 4.056  -0.5949
C 9.016 -0.967 7.677  -0.2796
H -1.979 -8.489 4.207  0.2281
C -6.300 -4.582 2.004  -1.2600
H -3.997 -5.754 2.155  0.0728
H -5.523 -4.351 1.274  0.3245
H 11.093 0.068 9.533  0.3632
H 5.636 -2.107 2.286  0.4187
C -2.311 -8.568 3.091  -1.2042
C 4.328 9.618 1.651  -0.1125
H 5.786 -1.624 -6.225  0.4786
C -11.119 2.789 -2.702  -0.4811
H -2.484 -4.557 7.405  0.3498
C -7.491 0.702 -6.671  -0.2377
H 0.862 6.431 6.748  0.4775
H -6.428 0.292 -6.632  0.4151
C -4.255 -5.974 4.344  -1.2162
C 6.073 -1.212 2.752  -0.2855
H -6.267 -5.583 2.340  0.3434
H -7.461 1.606 -4.797  0.6044
H 1.872 -2.534 -7.234  0.4546
H -14.019 4.522 -2.524  0.3491
H -2.482 -5.983 3.021  0.4549
C 7.239 1.038 3.747  -0.4395
H -10.998 1.870 -7.313  0.4997
O -4.963 0.854 -5.232  -0.6440
H -1.483 -8.239 2.444  0.3306
N -4.117 -0.234 -3.164  -0.3831
H 12.288 -0.563 8.445  0.3257
C 3.452 -3.897 -7.891  -0.6033
C 2.615 8.696 2.998  0.4042
N -4.186 -4.584 4.818  0.3867
H -7.159 -1.508 -7.932  0.4290
F -4.765 -1.221 -1.095  -0.2539
C 5.631 -3.469 -7.283  -0.6067
C -3.602 -7.830 2.790  -0.7965
C 8.175 -0.660 6.674  -0.5100
C -9.318 2.018 -5.915  0.9870
H 6.701 -3.647 -7.057  0.4209
C -3.520 -6.241 3.033  -0.0958
C 5.131 -2.319 -6.721  -0.3145
H -13.610 3.059 -1.801  0.3683
H -3.930 -6.569 5.147  0.5760
N 10.279 -0.437 7.634  0.0621
O 5.905 3.248 -3.039  -0.6543
C -10.115 2.395 -3.579  -0.8281
H -9.919 0.141 -8.727  0.4525
C 7.658 -0.145 4.300  0.8095
N 2.522 1.232 3.249  -0.2174
H 5.659 -10.095 -9.822  0.3018
C 0.931 6.522 5.681  -0.3339
H 4.012 0.880 1.297  0.2078
O 3.105 3.567 0.720  -0.3914

Summary:
Total charge ... +6
Orbital gap ... 6.0 eV
Total energy ... -6842.27693 Eh
HOMO level ... -16.90 eV